Record 1
Here is a cluster of 2 separate species, C30H43F7NO7S in total at a distorted geometry from the Open Molecules 2025 dataset. Energies are from the ωB97M-V functional and the def2-TZVPD basis.

Bonds (Å) are listed after each position.
Element x y z (Å)
1 S -8.788 2.245 -0.221  O11 1.489, O12 1.490, O14 1.487, O15 1.482
2 F -4.558 0.973 1.665  C32 1.416
3 F 1.073 3.031 2.108  C18 1.433
4 F -1.940 3.814 -4.950  C39 1.412
5 F -1.750 1.677 -5.561  C39 1.417
6 F -6.046 0.599 0.070  C32 1.384
7 F -4.782 -1.127 0.676  C32 1.404
8 F -0.024 2.794 -4.435  C39 1.391
9 O 4.084 -1.933 -0.878  C21 1.438, C35 1.438
10 O -4.649 0.807 -1.908  C36 1.453, H75 0.980
11 O -8.740 1.167 -1.245  S1 1.489
12 O -7.652 3.184 -0.439  S1 1.490
13 O -3.140 3.113 -2.902  C23 1.448, H65 0.981
14 O -8.676 1.644 1.134  S1 1.487
15 O -10.069 2.982 -0.334  S1 1.482
16 N -0.125 -0.430 -1.835  C24 1.533, C41 1.535, C44 1.484, C46 1.525
17 C 5.107 0.196 -1.849  C35 1.620, H66 1.131, H73 1.142, H89 1.129
18 C 2.255 2.471 1.523  F3 1.433, C29 1.601, H54 1.139, H88 1.142
19 C -1.226 1.972 -1.904  C23 1.581, C46 1.620, H49 1.141, H58 1.130
20 C 5.388 -1.547 1.272  C21 1.594, C28 1.511, C40 1.501
21 C 5.300 -2.226 -0.168  O9 1.438, C20 1.594, H62 1.135, H71 1.144
22 C 6.307 0.378 2.737  C25 1.503, C28 1.509, H59 1.126
23 C -2.132 2.113 -3.192  O13 1.448, C19 1.581, C39 1.597, H53 1.140
24 C -0.432 -1.932 -1.816  N16 1.533, H48 1.142, H68 1.127, H72 1.141
25 C 5.505 -0.221 3.859  C22 1.503, C37 1.511, H47 1.134
26 C -0.493 0.833 0.174  C30 1.637, C38 1.596, C46 1.635, H79 1.142
27 C -1.063 -1.590 3.354  C33 1.617, C42 1.623, H74 1.144, H86 1.130
28 C 6.246 -0.309 1.395  C20 1.511, C22 1.509, H85 1.132
29 C 1.867 1.991 0.047  C18 1.601, C30 1.613, H63 1.138, H67 1.134
30 C 1.121 0.563 0.125  C26 1.637, C29 1.613, C41 1.591, H61 1.128
31 C -2.280 -3.728 4.402  C33 1.622, H64 1.130, H70 1.131, H81 1.140
32 C -4.762 0.260 0.459  F2 1.416, F6 1.384, F7 1.404, C36 1.593
33 C -2.466 -2.374 3.528  C27 1.617, C31 1.622, H57 1.130, H82 1.143
34 C 0.439 -0.222 -4.477  C44 1.228, H55 1.129
35 C 3.876 -0.525 -1.083  O9 1.438, C17 1.620, C45 1.615, H80 1.132
36 C -3.810 0.742 -0.724  O10 1.453, C32 1.593, C43 1.585, H84 1.127
37 C 4.662 -1.469 3.741  C25 1.511, C40 1.514, H69 1.129
38 C -1.109 0.193 1.500  C26 1.596, C42 1.592, H50 1.130, H56 1.144
39 C -1.396 2.581 -4.529  F4 1.412, F5 1.417, F8 1.391, C23 1.597
40 C 4.600 -2.158 2.394  C20 1.501, C37 1.514, H60 1.125
41 C 1.232 -0.424 -1.119  N16 1.535, C30 1.591, C45 1.588, H76 1.144
42 C -0.710 -1.321 1.792  C27 1.623, C38 1.592, H77 1.130, H87 1.139
43 C -2.618 -0.244 -1.067  C36 1.585, C46 1.607, H51 1.132, H78 1.145
44 C 0.155 -0.264 -3.283  N16 1.484, C34 1.228
45 C 2.552 -0.419 -2.002  C35 1.615, C41 1.588, H52 1.142, H83 1.142
46 C -1.199 0.487 -1.259  N16 1.525, C19 1.620, C26 1.635, C43 1.607
47 H 5.535 0.322 4.853  C25 1.134
48 H -1.320 -2.184 -2.489  C24 1.142
49 H -1.660 2.693 -1.133  C19 1.141
50 H -2.235 0.264 1.569  C38 1.130
51 H -2.563 -1.120 -0.353  C43 1.132
52 H 2.674 0.567 -2.566  C45 1.142
53 H -2.643 1.120 -3.418  C23 1.140
54 H 2.658 1.622 2.167  C18 1.139
55 H 0.563 -0.571 -5.544  C34 1.129
56 H -0.702 0.815 2.370  C38 1.144
57 H -2.966 -2.609 2.543  C33 1.130
58 H -0.142 2.265 -2.024  C19 1.130
59 H 6.924 1.318 2.805  C22 1.126
60 H 4.006 -3.089 2.182  C40 1.125
61 H 1.550 0.132 1.075  C30 1.128
62 H 6.252 -2.043 -0.760  C21 1.135
63 H 2.851 1.948 -0.525  C29 1.138
64 H -1.192 -4.031 4.384  C31 1.130
65 H -3.898 2.875 -3.477  O13 0.981
66 H 5.853 -0.545 -2.266  C17 1.131
67 H 1.245 2.793 -0.458  C29 1.134
68 H -0.658 -2.317 -0.781  C24 1.127
69 H 4.048 -1.899 4.586  C37 1.129
70 H -2.928 -4.531 3.939  C31 1.131
71 H 5.282 -3.352 0.031  C21 1.144
72 H 0.440 -2.515 -2.264  C24 1.141
73 H 5.604 0.899 -1.099  C17 1.142
74 H -1.224 -0.594 3.892  C27 1.144
75 H -4.875 -0.107 -2.180  O10 0.980
76 H 1.326 -1.435 -0.593  C41 1.144
77 H 0.386 -1.565 1.665  C42 1.130
78 H -2.840 -0.704 -2.092  C43 1.145
79 H -0.482 1.941 0.451  C26 1.142
80 H 3.723 0.075 -0.135  C35 1.132
81 H -2.641 -3.585 5.475  C31 1.140
82 H -3.221 -1.755 4.122  C33 1.143
83 H 2.628 -1.314 -2.707  C45 1.142
84 H -3.520 1.810 -0.506  C36 1.127
85 H 6.825 0.091 0.508  C28 1.132
86 H -0.225 -2.116 3.898  C27 1.130
87 H -1.410 -2.014 1.221  C42 1.139
88 H 3.082 3.259 1.513  C18 1.142
89 H 4.767 0.846 -2.709  C17 1.129

The value obtained for the energy above the lowest of the compared OMol25 structures with the same formula, charge and spin is 6.657 eV. For the LUMO energy, the calculation gives 0.6 eV. The calculation puts the orbital gap at 1.311 eV. Its charge is -1. For the molar mass, the calculation gives 694.7 g/mol. As for the HOMO energy: -0.731 eV. For the calculated total energy, the calculation gives -77474.1589 eV. The largest force on an atom is 4.48 eV Å⁻¹.

=====

Record 2
Here is a cluster of 11 separate species, C30H43N11O2 in total at a distorted geometry from the Open Molecules 2025 dataset. Energies are from the ωB97M-V functional and the def2-TZVPD basis.

Bonds (Å) are listed after each position.
Element x y z (Å)
1 O -5.984 1.462 -3.214  C30 1.335
2 O -4.998 4.656 1.128  C34 1.337
3 N -2.938 -6.241 0.022  C41 1.163
4 N 2.402 -5.791 4.081  C16 1.163
5 N 6.051 -3.825 3.985  C24 1.163
6 N 4.838 6.269 -1.534  C19 1.163
7 N 1.753 1.688 0.295  C39 1.525, H57 1.051, H62 1.062
8 N 7.551 2.001 -3.267  C32 1.163
9 N -5.752 -4.368 -2.900  C23 1.163
10 N 4.735 1.273 -0.003  C31 1.163
11 N -8.737 -1.438 -0.258  C42 1.163
12 N -1.780 1.870 2.023  C29 1.163
13 N 1.374 -1.282 1.406  C17 1.163
14 C -3.755 0.881 3.463  C29 1.472, H47 1.095, H68 1.095, H85 1.095
15 C 0.432 3.740 -0.765  C33 1.642, C39 1.670, H53 1.182, H65 1.186
16 C 1.702 -5.183 3.378  N4 1.163, C37 1.472
17 C 2.364 -1.086 1.985  N13 1.163, C28 1.472
18 C -5.799 2.287 0.498  C21 1.517, C34 1.668, H46 1.170
19 C 5.901 6.738 -1.491  N6 1.163, C22 1.472
20 C -3.687 3.515 -0.891  C27 1.672, C34 1.645, C35 1.511
21 C -6.049 1.340 -0.660  C18 1.517, C30 1.653, H82 1.170
22 C 7.248 7.332 -1.436  C19 1.472, H60 1.095, H61 1.095, H77 1.095
23 C -4.964 -3.515 -2.972  N9 1.163, C38 1.472
24 C 6.135 -4.912 4.393  N5 1.163, C43 1.472
25 C -5.332 -7.324 -0.187  C41 1.472, H50 1.095, H74 1.095, H75 1.095
26 C -8.318 -2.427 -2.665  C42 1.472, H52 1.095, H73 1.095, H78 1.095
27 C -2.257 4.381 -0.888  C20 1.672, C33 1.642, H45 1.180, H84 1.178
28 C 3.617 -0.838 2.717  C17 1.472, H56 1.095, H67 1.095, H81 1.095
29 C -2.652 1.434 2.659  N12 1.163, C14 1.472
30 C -5.336 1.770 -2.088  O1 1.335, C21 1.653, C35 1.639
31 C 5.044 2.375 -0.216  N10 1.163, C40 1.472
32 C 7.635 0.915 -2.859  N8 1.163, C36 1.472
33 C -1.074 3.301 -1.247  C15 1.642, C27 1.642, H49 1.190, H86 1.175
34 C -4.821 3.624 0.297  O2 1.337, C18 1.668, C20 1.645
35 C -3.915 2.587 -2.061  C20 1.511, C30 1.639, H55 1.171
36 C 7.742 -0.460 -2.342  C32 1.472, H44 1.095, H70 1.095, H83 1.095
37 C 0.816 -4.413 2.489  C16 1.472, H48 1.095, H59 1.095, H63 1.095
38 C -3.966 -2.436 -3.063  C23 1.472, H51 1.095, H66 1.095, H80 1.095
39 C 1.396 2.398 -1.007  N7 1.525, C15 1.670, H64 1.192, H72 1.193
40 C 5.435 3.769 -0.485  C31 1.472, H54 1.095, H71 1.095, H79 1.095
41 C -3.994 -6.719 -0.071  N3 1.163, C25 1.472
42 C -8.552 -1.875 -1.321  N11 1.163, C26 1.472
43 C 6.242 -6.286 4.910  C24 1.472, H58 1.095, H69 1.095, H76 1.095
44 H 7.832 -0.476 -1.251  C36 1.095
45 H -2.081 4.932 0.141  C27 1.180
46 H -6.300 2.062 1.532  C18 1.170
47 H -3.455 0.719 4.503  C14 1.095
48 H -0.142 -4.188 2.969  C37 1.095
49 H -1.333 2.298 -0.663  C33 1.190
50 H -5.313 -8.232 -0.800  C25 1.095
51 H -4.269 -1.665 -3.780  C38 1.095
52 H -8.093 -3.498 -2.629  C26 1.095
53 H 0.914 4.606 -1.411  C15 1.182
54 H 6.522 3.877 -0.561  C40 1.095
55 H -3.155 2.416 -2.935  C35 1.171
56 H 3.927 0.210 2.644  C28 1.095
57 H 0.914 1.820 0.913  N7 1.051
58 H 7.118 -6.804 4.505  C43 1.095
59 H 0.595 -4.959 1.566  C37 1.095
60 H 7.596 7.638 -2.428  C22 1.095
61 H 7.985 6.626 -1.038  C22 1.095
62 H 1.796 0.636 0.154  N7 1.062
63 H 1.265 -3.457 2.199  C37 1.095
64 H 2.357 2.660 -1.663  C39 1.192
65 H 0.370 4.037 0.381  C15 1.186
66 H -2.991 -2.813 -3.387  C38 1.095
67 H 3.517 -1.073 3.782  C28 1.095
68 H -4.098 -0.082 3.071  C14 1.095
69 H 5.363 -6.886 4.650  C43 1.095
70 H 8.618 -0.977 -2.747  C36 1.095
71 H 5.007 4.134 -1.425  C40 1.095
72 H 0.791 1.595 -1.648  C39 1.193
73 H -9.193 -2.302 -3.312  C26 1.095
74 H -6.047 -6.637 -0.650  C25 1.095
75 H -5.737 -7.603 0.791  C25 1.095
76 H 6.332 -6.302 6.001  C43 1.095
77 H 7.272 8.220 -0.796  C22 1.095
78 H -7.475 -1.937 -3.163  C26 1.095
79 H 5.097 4.444 0.308  C40 1.095
80 H -3.817 -1.940 -2.098  C38 1.095
81 H 4.440 -1.447 2.327  C28 1.095
82 H -6.695 0.367 -0.588  C21 1.170
83 H 6.863 -1.059 -2.603  C36 1.095
84 H -2.358 5.161 -1.765  C27 1.178
85 H -4.621 1.552 3.476  C14 1.095
86 H -1.072 3.144 -2.412  C33 1.175

The value obtained for the energy above the lowest of the compared OMol25 structures with the same formula, charge and spin is 10.827 eV. For the LUMO energy, the calculation gives -1.6 eV. The calculation puts the orbital gap at 6.894 eV. Its SMILES is NCCCCC1=CC(=O)C=CC1=O.CC#N.CC#N.CC#N.CC#N.CC#N.CC#N.CC#N.CC#N.CC#N.CC#N. For the molar mass, the calculation gives 589.7 g/mol. As for the HOMO energy: -8.459 eV. For the calculated total energy, the calculation gives -52282.3741 eV. The largest force on an atom is 8.14 eV Å⁻¹.

=====

Record 3
Here is the ion C30H43N4O2 with charge +1 at a distorted geometry from the Open Molecules 2025 dataset. Energies are from the ωB97M-V functional and the def2-TZVPD basis.

Bonds (Å) are listed after each position.
Element x y z (Å)
1 O 3.180 1.156 4.626  C7 1.449, C21 1.363
2 O 0.980 -3.412 2.922  C26 1.229
3 N -0.894 -3.840 -1.313  C9 1.352, C16 1.497, C22 1.357
4 N 0.332 2.799 -1.004  N5 1.331, N6 1.336
5 N 0.851 1.573 -1.024  N4 1.331, C28 1.474, C34 1.375
6 N -0.989 2.629 -0.909  N4 1.336, C17 1.497, C35 1.365
7 C 4.569 0.814 4.853  O1 1.449, H41 1.091, H70 1.103, H79 1.104
8 C -2.769 -3.228 -3.224  C10 1.399, C31 1.395, H54 1.088
9 C -2.204 -3.901 -0.984  N3 1.352, C10 1.390, H40 1.089
10 C -3.171 -3.592 -1.934  C8 1.399, C9 1.390, H52 1.086
11 C 0.684 -3.029 0.539  C12 1.532, C16 1.464, C26 1.492
12 C 0.221 -1.568 0.529  C11 1.532, C13 1.554, C29 1.476, H46 1.101
13 C 1.003 -0.818 1.643  C12 1.554, C25 1.407, C30 1.405
14 C -3.437 1.474 -2.114  C15 1.537, H50 1.093, H66 1.098, H72 1.096
15 C -2.800 0.945 -0.819  C14 1.537, C19 1.540, C32 1.524, C35 1.528
16 C 0.114 -4.127 -0.243  N3 1.497, C11 1.464, H65 1.108, H73 1.105
17 C -1.761 3.911 -0.939  N6 1.497, C20 1.511, C33 1.512, H51 1.085
18 C 2.909 1.676 0.321  C28 1.510, H57 1.097, H69 1.096, H71 1.082
19 C -3.502 1.534 0.418  C15 1.540, H47 1.096, H53 1.092, H63 1.098
20 C -1.413 4.712 0.294  C17 1.511, H64 1.095, H74 1.097, H76 1.096
21 C 2.484 0.412 3.721  O1 1.363, C24 1.416, C36 1.414
22 C -0.483 -3.600 -2.583  N3 1.357, C31 1.388, H60 1.092
23 C 2.272 -4.774 1.477  C26 1.521, H45 1.094, H55 1.091, H59 1.096
24 C 1.117 0.723 3.520  C21 1.416, C25 1.388, H78 1.095
25 C 0.396 0.121 2.498  C13 1.407, C24 1.388, H43 1.092
26 C 1.286 -3.650 1.756  O2 1.229, C11 1.492, C23 1.521
27 C 2.642 2.859 -1.797  C28 1.507, H48 1.093, H67 1.092, H77 1.097
28 C 2.324 1.579 -1.068  N5 1.474, C18 1.510, C27 1.507, H38 1.096
29 C 0.273 -0.872 -0.772  C12 1.476, C34 1.530, H49 1.113, H58 1.101
30 C 2.368 -1.091 1.832  C13 1.405, C36 1.397, H61 1.103
31 C -1.414 -3.257 -3.554  C8 1.395, C22 1.388, H44 1.090
32 C -2.974 -0.569 -0.826  C15 1.524, H37 1.099, H56 1.097, H68 1.103
33 C -1.385 4.662 -2.196  C17 1.512, H42 1.097, H62 1.095, H75 1.097
34 C -0.109 0.609 -0.823  N5 1.375, C29 1.530, C35 1.393
35 C -1.315 1.305 -0.837  N6 1.365, C15 1.528, C34 1.393
36 C 3.086 -0.582 2.916  C21 1.414, C30 1.397, H39 1.097
37 H -2.474 -1.040 0.032  C32 1.099
38 H 2.633 0.660 -1.578  C28 1.096
39 H 4.114 -0.917 3.104  C36 1.097
40 H -2.425 -4.214 0.035  C9 1.089
41 H 4.903 1.488 5.643  C7 1.091
42 H -0.295 4.761 -2.275  C33 1.097
43 H -0.663 0.357 2.376  C25 1.092
44 H -1.051 -3.032 -4.558  C31 1.090
45 H 2.678 -4.758 0.461  C23 1.094
46 H -0.834 -1.606 0.842  C12 1.101
47 H -3.048 1.159 1.342  C19 1.096
48 H 2.172 2.865 -2.783  C27 1.093
49 H 1.281 -0.979 -1.231  C29 1.113
50 H -3.350 2.560 -2.206  C14 1.093
51 H -2.820 3.676 -0.939  C17 1.085
52 H -4.211 -3.631 -1.625  C10 1.086
53 H -3.455 2.625 0.436  C19 1.092
54 H -3.516 -2.946 -3.963  C8 1.088
55 H 3.105 -4.708 2.177  C23 1.091
56 H -2.568 -0.985 -1.756  C32 1.097
57 H 4.006 1.660 0.287  C18 1.097
58 H -0.411 -1.403 -1.452  C29 1.101
59 H 1.770 -5.733 1.650  C23 1.096
60 H 0.589 -3.702 -2.760  C22 1.092
61 H 2.929 -1.691 1.096  C30 1.103
62 H -1.757 4.161 -3.096  C33 1.095
63 H -4.564 1.256 0.412  C19 1.098
64 H -1.764 4.216 1.204  C20 1.095
65 H -0.409 -4.819 0.446  C16 1.108
66 H -4.505 1.219 -2.138  C14 1.098
67 H 3.722 2.977 -1.900  C27 1.092
68 H -4.040 -0.849 -0.783  C32 1.103
69 H 2.566 2.581 0.834  C18 1.096
70 H 4.659 -0.235 5.182  C7 1.103
71 H 2.597 0.832 0.921  C18 1.082
72 H -2.934 1.021 -2.976  C14 1.096
73 H 0.912 -4.720 -0.726  C16 1.105
74 H -1.900 5.693 0.224  C20 1.097
75 H -1.829 5.665 -2.158  C33 1.097
76 H -0.329 4.859 0.362  C20 1.096
77 H 2.228 3.690 -1.212  C27 1.097
78 H 0.645 1.432 4.209  C24 1.095
79 H 5.172 0.973 3.941  C7 1.104

The value obtained for the energy above the lowest of the compared OMol25 structures with the same formula, charge and spin is 6.868 eV. For the LUMO energy, the calculation gives -3.5 eV. The calculation puts the orbital gap at 4.388 eV. Its SMILES is COc1ccc([C@@H](Cc2c(C(C)(C)C)[n+](C(C)C)nn2C(C)C)/C(C[n+]2ccccc2)=C(/C)[O-])cc1. Its charge is +1. For the molar mass, the calculation gives 491.7 g/mol. As for the HOMO energy: -7.938 eV. For the calculated total energy, the calculation gives -41853.0565 eV. The largest force on an atom is 3.56 eV Å⁻¹.